# C8H16IN2O2Si

2 unconnected molecules or ions with the total composition C8H16IN2O2Si (ωB97M-V with the def2-TZVPD basis set, the Open Molecules 2025 dataset).

```
30
Properties=species:S:1:pos:R:3:lowdin_charge:R:1
C 0.394 -0.606 -2.606 -0.02
C -0.638 -1.465 -2.825 -0.02
C -1.024 -0.406 -0.959 -0.07
C -2.729 -2.059 -1.607 0.01
C -1.759 1.758 2.349 -0.27
C 2.330 0.436 -0.360 -0.23
C 0.975 1.024 -0.796 -0.12
C 2.458 0.209 1.147 -0.29
N 0.134 0.042 -1.435 -0.05
N -1.508 -1.324 -1.786 -0.10
O 1.708 -1.753 3.329 -0.19
O -1.206 1.120 1.293 -0.28
Si 1.397 -1.191 1.878 0.32
I 0.875 -3.119 0.485 0.63
H 1.265 -0.412 -3.198 0.14
H -0.806 -2.154 -3.627 0.14
H -1.461 -0.014 -0.038 0.11
H -2.625 -3.050 -2.042 0.10
H -2.949 -2.153 -0.546 0.11
H -3.562 -1.545 -2.092 0.11
H -2.199 1.053 3.076 0.08
H -2.578 2.418 2.012 0.09
H -1.026 2.393 2.879 0.07
H 2.512 -0.499 -0.895 0.09
H 3.122 1.130 -0.652 0.12
H 1.137 1.842 -1.500 0.14
H 0.406 1.403 0.064 0.10
H 2.235 1.144 1.665 0.09
H 3.501 -0.037 1.373 0.09
H 1.954 -1.328 4.148 0.09
```

Summary:
Total energy ... -1161.3567 Ha
M ... 327.2 g/mol
LUMO (alpha / beta) ... -5.042 / -4.284 eV
2S+1 ... 1
Total charge ... +1
Max |F| ... 1.57 eV/Å

# C8H16N2

3 unconnected molecules or ions with the total composition C8H16N2 (ωB97M-V with the def2-TZVPD basis set, the Open Molecules 2025 dataset).

```
26
Properties=species:S:1:pos:R:3:lowdin_charge:R:1
C -0.228 -0.651 0.579 -0.42
C -0.357 0.517 -0.183 -0.23
C -0.266 -2.004 -0.061 -0.01
C -0.236 1.928 0.328 -0.07
C 1.919 0.296 -0.482 -0.34
N 0.004 -0.616 1.888 0.20
N 2.173 0.774 -1.756 0.01
C -2.439 0.121 0.191 -0.09
C 2.871 0.062 0.428 -0.10
C -3.210 -0.256 -0.813 -0.09
H -0.511 0.378 -1.240 0.11
H 0.185 -1.465 2.396 0.13
H 0.213 0.253 2.349 0.11
H 1.492 0.558 -2.468 0.06
H 3.125 0.711 -2.110 0.07
H -2.839 0.437 1.155 0.05
H -0.844 -2.705 0.543 0.09
H -0.711 -1.952 -1.050 0.08
H 0.762 -2.359 -0.150 0.09
H 0.320 1.986 1.264 0.07
H -1.220 2.380 0.472 0.08
H 0.319 2.521 -0.397 0.08
H 3.939 0.183 0.219 0.03
H 2.628 -0.257 1.436 0.00
H -2.791 -0.568 -1.771 0.04
H -4.301 -0.272 -0.768 0.04
```

Summary:
Total energy ... -423.7057 Ha
M ... 140.2 g/mol
Relative energy (zero: lowest compared OMol25 entry of this formula, charge and spin) ... 614.13 kJ/mol
LUMO (alpha / beta) ... 0.787 / 0.787 eV
2S+1 ... 1
Max |F| ... 0.70 eV/Å

# C8H16N2

2 unconnected molecules or ions with the total composition C8H16N2 (ωB97M-V with the def2-TZVPD basis set, the Open Molecules 2025 dataset).

```
26
Properties=species:S:1:pos:R:3:lowdin_charge:R:1
C -0.292 -2.326 -0.191 -0.22
C 0.629 -3.178 0.646 -0.15
C 0.528 -1.455 -1.163 -0.32
C 1.516 -1.925 -2.130 -0.07
C 0.985 0.253 -2.359 -0.16
N 0.330 -0.156 -1.317 0.06
N 1.857 -0.837 -2.887 0.03
H -0.987 -2.981 -0.831 0.12
H -1.008 -1.717 0.569 0.15
H 1.591 -3.457 0.232 0.06
H 1.708 -2.959 -2.337 0.10
H 1.055 1.334 -2.737 0.13
H 2.586 -0.748 -3.610 0.14
H 0.199 -4.033 0.997 0.02
H 0.915 -2.559 1.658 0.13
C -1.060 2.970 2.855 -0.36
C -1.267 2.935 1.338 -0.16
C -2.445 2.855 3.552 -0.13
H -0.464 2.044 2.901 0.09
H -0.425 3.853 3.076 0.10
H -2.146 3.457 1.134 0.03
H -2.216 2.649 4.618 0.06
H -2.992 3.867 3.453 0.09
H -2.978 2.053 2.944 0.09
H -0.359 3.541 1.084 0.08
H -1.353 1.839 0.992 0.10
```

Summary:
Total energy ... -423.8434 Ha
SMILES ... CCc1c[nH]cn1.CCC
M ... 140.2 g/mol
Relative energy (zero: lowest compared OMol25 entry of this formula, charge and spin) ... 252.75 kJ/mol
LUMO ... 0.942 eV
2S+1 ... 1
Max |F| ... 4.57 eV/Å

# C8H16N2

2 unconnected molecules or ions with the total composition C8H16N2 (ωB97M-V with the def2-TZVPD basis set, the Open Molecules 2025 dataset).

```
26
Properties=species:S:1:pos:R:3:lowdin_charge:R:1
C 0.980 -3.358 -0.260 -0.06
C -0.135 -2.296 3.003 -0.22
C 0.691 -3.085 1.178 -0.34
C 1.558 -3.474 2.149 -0.08
N -0.400 -2.427 1.777 0.07
N 1.070 -3.010 3.400 0.05
H -0.728 -1.579 3.756 0.15
H 1.486 -2.995 4.282 0.10
H 2.596 -3.755 2.206 0.11
H 1.391 -2.459 -0.758 0.09
H 0.164 -3.832 -0.773 0.07
H 1.645 -4.198 -0.375 0.07
C -0.744 2.196 -1.339 -0.54
C -0.765 2.845 0.071 -0.08
C -1.937 2.498 -2.170 -0.13
C 0.499 2.626 -2.047 -0.13
H -0.815 1.082 -1.234 0.14
H -0.153 2.276 0.760 0.07
H -1.796 2.887 0.458 0.07
H -2.125 3.576 -2.263 0.07
H -1.843 2.208 -3.221 0.08
H -2.905 2.177 -1.676 0.10
H 1.380 2.535 -1.368 0.08
H 0.761 2.002 -3.003 0.10
H 0.504 3.688 -2.449 0.09
H -0.379 3.871 -0.102 0.08
```

Summary:
Total energy ... -423.8849 Ha
SMILES ... Cc1c[nH]cn1.CC(C)C
M ... 140.2 g/mol
Relative energy (zero: lowest compared OMol25 entry of this formula, charge and spin) ... 143.64 kJ/mol
LUMO ... 0.927 eV
2S+1 ... 1
Max |F| ... 5.40 eV/Å

# C8H16N2

2 unconnected molecules or ions with the total composition C8H16N2 (ωB97M-V with the def2-TZVPD basis set, the Open Molecules 2025 dataset).

```
26
Properties=species:S:1:pos:R:3:lowdin_charge:R:1
C 2.401 0.202 -0.319 -0.19
C 3.305 1.197 -1.111 -0.10
C 1.629 0.870 0.786 -0.33
C 0.423 1.514 0.703 -0.07
C 0.941 1.156 2.803 -0.21
N 1.904 0.615 2.104 0.09
N 0.025 1.727 1.998 0.04
H 1.760 -0.293 -1.051 0.10
H 3.025 -0.513 0.211 0.10
H 4.348 0.861 -1.144 0.06
H -0.118 1.995 -0.097 0.12
H 0.843 1.004 3.862 0.11
H -0.789 2.225 2.319 0.15
H 3.371 2.143 -0.567 0.07
H 2.918 1.372 -2.108 0.06
C -2.115 -0.921 -0.435 -0.31
C -3.498 -1.037 -1.089 -0.14
C -1.373 -2.253 -0.636 -0.13
H -1.527 -0.212 -1.015 0.08
H -2.301 -0.669 0.610 0.10
H -4.013 -1.948 -0.772 0.07
H -1.956 -3.075 -0.228 0.07
H -1.186 -2.371 -1.699 0.07
H -3.488 -1.062 -2.174 0.07
H -4.150 -0.222 -0.778 0.06
H -0.379 -2.305 -0.173 0.06
```

Summary:
Total energy ... -423.9190 Ha
SMILES ... CCc1c[nH]cn1.CCC
M ... 140.2 g/mol
Relative energy (zero: lowest compared OMol25 entry of this formula, charge and spin) ... 54.23 kJ/mol
LUMO ... 0.829 eV
2S+1 ... 1
Max |F| ... 1.58 eV/Å

# C8H16N2

2 unconnected molecules or ions with the total composition C8H16N2 (ωB97M-V with the def2-TZVPD basis set, the Open Molecules 2025 dataset).

```
26
Properties=species:S:1:pos:R:3:lowdin_charge:R:1
C -2.570 2.015 -1.142 -0.05
C -0.586 3.805 1.247 -0.18
C -1.457 2.635 -0.359 -0.37
C -0.165 2.938 -0.760 -0.08
N -1.677 3.159 0.875 0.07
N 0.375 3.629 0.286 0.03
H -0.483 4.371 2.153 0.11
H 1.226 4.163 0.242 0.14
H 0.361 2.858 -1.696 0.11
H -2.176 1.089 -1.574 0.07
H -2.720 2.681 -1.999 0.08
H -3.499 1.792 -0.614 0.08
C 0.662 -2.697 -0.062 -0.46
C 1.114 -1.291 -0.511 -0.10
C 1.899 -3.614 -0.017 -0.09
C -0.009 -2.452 1.346 -0.09
H -0.073 -3.196 -0.709 0.12
H 1.398 -1.519 -1.545 0.07
H 2.023 -0.970 -0.013 0.08
H 2.495 -3.458 0.873 0.07
H 1.542 -4.652 0.059 0.07
H 2.391 -3.466 -0.981 0.07
H -0.721 -1.655 1.502 0.06
H -0.390 -3.402 1.681 0.06
H 0.727 -2.192 2.131 0.08
H 0.313 -0.572 -0.411 0.06
```

Summary:
Total energy ... -423.9093 Ha
SMILES ... Cc1c[nH]cn1.CC(C)C
M ... 140.2 g/mol
Relative energy (zero: lowest compared OMol25 entry of this formula, charge and spin) ... 79.66 kJ/mol
LUMO ... 0.910 eV
2S+1 ... 1
Max |F| ... 2.86 eV/Å

# C8H16N2

C8H16N2 in the gas phase (ωB97M-V with the def2-TZVPD basis set, the Open Molecules 2025 dataset).

```
26
Properties=species:S:1:pos:R:3:lowdin_charge:R:1
C -2.955 0.922 0.555 -0.15
C -1.843 -0.068 1.002 -0.27
C -1.637 -1.075 -0.116 -0.26
C -1.068 -0.542 -1.381 -0.15
C 1.368 -1.001 -0.409 -0.14
C 3.344 -0.209 1.034 -0.11
C 1.950 1.332 -0.525 -0.07
C 0.730 1.187 -0.986 -0.15
H -3.261 1.557 1.525 0.10
H -2.495 1.761 -0.132 0.08
H -3.848 0.552 -0.081 0.09
H -2.252 -0.543 1.862 0.08
H -0.919 0.547 1.277 0.13
H -1.043 -1.823 0.317 0.07
H -2.628 -1.516 -0.355 0.12
H -1.616 0.397 -1.780 0.14
H -0.838 -1.370 -2.133 0.13
H 1.012 -1.568 0.522 0.12
H 1.626 -1.885 -0.978 0.10
H 3.053 -0.214 2.080 0.07
H 3.920 0.694 0.922 0.07
H 3.930 -1.084 0.875 0.07
H 2.517 2.237 -0.383 0.09
H 0.073 1.901 -1.455 0.11
N 0.378 -0.162 -1.122 -0.13
N 2.502 -0.027 -0.136 -0.15
```

Summary:
Total energy ... -423.8154 Ha
SMILES ... CCCCN1C=CN(C)C1
M ... 140.2 g/mol
Relative energy (zero: lowest compared OMol25 entry of this formula, charge and spin) ... 326.10 kJ/mol
LUMO ... 1.028 eV
2S+1 ... 1
Max |F| ... 3.46 eV/Å

# C8H16N2O

C8H16N2O in the gas phase (ωB97M-V with the def2-TZVPD basis set, the Open Molecules 2025 dataset).

```
27
Properties=species:S:1:pos:R:3:lowdin_charge:R:1
C -0.667 0.314 -1.511 -0.27
C 1.780 -1.239 -0.528 -0.05
C -0.348 -2.438 -1.041 -0.03
C -1.839 -0.107 0.571 -0.02
C -0.148 3.192 -0.612 -0.02
C 0.335 -1.398 -0.021 -0.31
C 0.424 1.174 0.552 -0.35
C -0.465 -0.086 -0.135 -0.39
N -0.839 0.692 -2.571 0.16
N 0.820 0.734 1.890 0.10
O -0.368 2.332 0.542 -0.11
H 2.490 -2.067 -0.231 0.12
H 2.197 -0.449 -0.101 0.00
H 1.820 -0.992 -1.549 0.07
H -0.236 -2.123 -2.004 0.04
H -1.415 -2.429 -0.918 0.07
H 0.084 -3.388 -0.706 0.09
H -2.711 -0.235 -0.223 0.13
H -1.867 -1.019 1.259 0.10
H -2.011 0.735 1.199 0.06
H 0.843 3.313 -0.941 0.08
H -0.503 4.115 -0.365 0.06
H -0.744 2.733 -1.442 0.09
H 0.223 -1.765 0.970 0.11
H 1.259 1.220 -0.070 0.11
H 0.058 0.477 2.437 0.05
H 1.330 1.591 2.291 0.13
```

Summary:
Total energy ... -498.8530 Ha
M ... 156.2 g/mol
⟨S²⟩ ... 2.007
Relative energy (zero: lowest compared OMol25 entry of this formula, charge and spin) ... 307.70 kJ/mol
LUMO (alpha / beta) ... 0.791 / -3.555 eV
2S+1 ... 3
Max |F| ... 15.45 eV/Å

# C8H16N2O

2 unconnected molecules or ions with the total composition C8H16N2O (ωB97M-V with the def2-TZVPD basis set, the Open Molecules 2025 dataset).

```
27
Properties=species:S:1:pos:R:3:lowdin_charge:R:1
C -11.870 1.685 0.428 -0.04
C -12.079 0.078 -0.915 0.02
C 10.062 0.003 -1.012 0.00
C -9.186 -1.429 0.158 -0.05
C 11.305 0.768 -0.587 -0.17
C 12.197 0.136 0.331 -0.08
C -10.692 -1.572 0.361 -0.14
C 13.212 0.801 1.089 -0.04
N -11.214 0.712 0.958 0.20
N -11.346 -0.311 0.110 -0.07
O -12.423 1.328 -0.739 0.18
H -11.993 2.675 0.828 0.17
H -12.386 -0.486 -1.778 0.19
H 9.359 -0.057 -0.184 0.13
H 10.299 -1.009 -1.330 0.10
H 9.568 0.513 -1.834 0.12
H -8.951 -1.156 -0.868 0.09
H -8.778 -0.681 0.833 0.08
H -8.712 -2.381 0.376 0.09
H 11.953 0.887 -1.483 0.21
H 11.093 1.812 -0.317 0.16
H 12.102 -0.940 0.464 0.19
H 14.181 0.299 0.966 0.13
H -10.897 -1.845 1.399 0.14
H -11.113 -2.320 -0.312 0.14
H 13.293 1.870 0.904 0.13
H 13.016 0.620 2.157 0.12
```

Summary:
Total energy ... -498.3578 Ha
M ... 156.2 g/mol
⟨S²⟩ ... 2.005
Relative energy (zero: lowest compared OMol25 entry of this formula, charge and spin) ... 0.00 kJ/mol
LUMO (alpha / beta) ... -5.118 / -12.367 eV
2S+1 ... 3
Total charge ... +2
Max |F| ... 4.79 eV/Å